CH4N4O3 | ωB97M-V with the def2-TZVPD basis set

Results
SMILES: [H]/N=C(/N)N(O)[N+](=O)[O-]
E: -485.06355 Eh
orbital gap: 10.068 eV
relative energy (zero: lowest compared OMol25 entry of this formula, charge and spin): 20.3 kcal/mol
maximum force: 0.078 Eh/bohr
LUMO level: 0.0071 Eh
HOMO level: -9.88 eV

Element x y z (Å)
H -0.82 2.38 0.20
N 0.02 1.90 -0.05
C 0.03 0.66 0.07
N 1.19 -0.08 -0.14
N -1.11 -0.23 0.22
O -0.91 -1.61 0.27
N -2.43 0.22 0.02
O -2.63 1.42 0.16
O -3.16 -0.66 -0.29
H 2.04 0.36 0.11
H 0.98 -0.90 0.48
H -0.90 -1.90 -0.67

Here are the natural (NBO) charges for atoms 1 to 8, given in e: atom 1 (H): 0.38, atom 2 (N): -0.69, atom 3 (C): 0.53, atom 4 (N): -0.81, atom 5 (N): -0.08, atom 6 (O): -0.50, atom 7 (N): 0.64, atom 8 (O): -0.39